The following is a DFT calculation (wB97M-V/def2-TZVPD) of a single C4H5N3O molecule.

```
13
C4H5N3O, DFT wB97M-V/def2-TZVPD
C -0.052 1.664 0.062
C 0.416 0.325 0.253
C 0.533 -1.888 0.457
C 1.644 -1.341 0.733
H -2.669 1.291 -1.677
H -1.446 -0.012 -0.701
H 0.780 2.382 -0.199
H -0.045 -2.973 0.677
H 2.385 -1.756 1.549
N -1.843 1.003 -1.034
N -1.044 1.997 -0.681
N -0.344 -0.695 0.042
O 1.685 0.004 0.520
```

The calculation puts the maximum force at 7.779 eV Å⁻¹. As for the energy above the lowest of the compared OMol25 structures with the same formula, charge and spin: 459.2 kJ/mol. The SMILES is N/N=C\c1ncco1. The value obtained for the highest occupied orbital energy is -8.48 eV. As for the spin multiplicity: 1. As for the LUMO energy: 0.82 eV. The total energy comes out at -394.7927 hartree.

The natural (NBO) scheme yields these atomic charges, measured in e: C -0.20; C 0.48; C -0.11; C 0.03; H 0.39; H 0.42; H 0.20; H 0.26; H 0.23; N -0.62; N -0.12; N -0.55; O -0.41


The following is a DFT calculation (wB97M-V/def2-TZVPD) of a single C4H5N3O molecule.

```
13
C4H5N3O, DFT wB97M-V/def2-TZVPD
C 1.001 1.649 1.158
C 0.541 0.515 0.517
C -1.303 -0.994 -0.189
C 1.462 -0.301 -0.585
H 2.103 2.090 0.557
H 0.191 2.507 1.577
H -1.400 1.140 0.255
H -2.645 -2.047 -0.865
H 2.494 -0.202 -0.711
N -0.645 0.235 0.247
N -2.548 -1.039 -0.549
N 1.076 -1.506 -0.975
O -0.328 -2.047 -0.434
```

The calculation puts the maximum force at 11.981 eV Å⁻¹. As for the energy above the lowest of the compared OMol25 structures with the same formula, charge and spin: 699.2 kJ/mol. The SMILES is [H]/N=C1/NC(=C)C=NO1. The value obtained for the highest occupied orbital energy is -8.95 eV. As for the spin multiplicity: 1. As for the LUMO energy: -0.18 eV. The total energy comes out at -394.7013 hartree.

The natural (NBO) scheme yields these atomic charges, measured in e: C -0.50; C 0.14; C 0.68; C 0.01; H 0.22; H 0.22; H 0.43; H 0.37; H 0.23; N -0.63; N -0.69; N -0.06; O -0.43


The following is a DFT calculation (wB97M-V/def2-TZVPD) of a molecular structure, C4H5N3O.

```
13
C4H5N3O, DFT wB97M-V/def2-TZVPD
C 0.166 -0.154 0.850
C 0.191 0.808 -0.915
N 0.452 1.499 -2.043
C -0.834 0.450 -0.125
C 0.071 -1.420 1.594
O 1.114 0.799 1.190
N 1.245 0.179 -0.076
N -0.881 -2.237 1.554
H 1.387 1.431 -2.414
H -0.295 1.645 -2.699
H -1.641 -1.978 0.927
H -1.889 0.616 -0.083
H 0.915 -1.639 2.241
```

The calculation puts the maximum force at 2.004 eV Å⁻¹. As for the energy above the lowest of the compared OMol25 structures with the same formula, charge and spin: 531.4 kJ/mol. The value obtained for the highest occupied orbital energy is -8.76 eV. As for the spin multiplicity: 1. As for the LUMO energy: 0.77 eV. The total energy comes out at -394.7651 hartree.

The natural (NBO) scheme yields these atomic charges, measured in e: C 0.26; C 0.35; N -0.80; C -0.41; C 0.10; O -0.34; N -0.16; N -0.56; H 0.41; H 0.40; H 0.34; H 0.22; H 0.19


The following is a DFT calculation (wB97M-V/def2-TZVPD) of a single C4H5N3O molecule.

```
13
C4H5N3O, DFT wB97M-V/def2-TZVPD
C 0.508 1.844 -1.484
C -0.881 -0.626 1.432
C -0.291 -1.729 0.984
C 0.609 -1.481 -0.184
H -0.427 2.326 -0.941
H 0.844 2.410 -2.362
H -0.520 1.463 1.205
H -1.795 -0.476 1.944
H -0.692 -2.880 0.856
N 1.109 0.712 -1.130
N 0.769 0.066 -0.036
N -0.464 0.515 0.694
O 1.232 -2.145 -0.980
```

The calculation puts the maximum force at 5.817 eV Å⁻¹. As for the energy above the lowest of the compared OMol25 structures with the same formula, charge and spin: 465.8 kJ/mol. The SMILES is C=Nn1[nH]ccc1=O. The value obtained for the highest occupied orbital energy is -8.90 eV. As for the spin multiplicity: 1. As for the LUMO energy: 0.23 eV. The total energy comes out at -394.7901 hartree.

The natural (NBO) scheme yields these atomic charges, measured in e: C -0.18; C 0.04; C -0.41; C 0.66; H 0.16; H 0.20; H 0.41; H 0.22; H 0.25; N -0.19; N -0.15; N -0.48; O -0.52


The following is a DFT calculation (wB97M-V/def2-TZVPD) of a single C4H5N3O molecule.

```
13
C4H5N3O, DFT wB97M-V/def2-TZVPD
C -1.663 -0.018 -0.643
C -1.275 -0.041 0.784
C 0.719 -0.499 -0.203
C 1.271 0.809 -0.119
H -2.637 -0.726 -0.758
H -1.337 0.946 -1.188
H -1.884 -0.499 1.760
H -0.553 0.733 0.935
H 0.719 1.803 -0.310
N -0.623 -0.959 -0.192
N 2.809 -0.728 0.044
N 1.798 -1.388 -0.099
O 2.656 0.565 -0.011
```

The calculation puts the maximum force at 4.460 eV Å⁻¹. As for the energy above the lowest of the compared OMol25 structures with the same formula, charge and spin: 607.6 kJ/mol. The SMILES is c1onnc1N1CC1. The value obtained for the highest occupied orbital energy is -9.74 eV. As for the spin multiplicity: 1. As for the LUMO energy: 0.73 eV. The total energy comes out at -394.7362 hartree.

The natural (NBO) scheme yields these atomic charges, measured in e: C -0.27; C -0.25; C 0.20; C -0.05; H 0.24; H 0.22; H 0.22; H 0.20; H 0.24; N -0.41; N 0.12; N -0.20; O -0.25


The following is a DFT calculation (wB97M-V/def2-TZVPD) of a single C4H5N3O molecule.

```
13
C4H5N3O, DFT wB97M-V/def2-TZVPD
C 2.110 0.403 0.105
C 0.649 0.250 -0.017
C -0.365 1.223 -0.088
C -1.213 -1.426 0.154
H 2.466 1.478 0.684
H -0.219 2.388 0.041
H -2.378 1.355 -0.354
H -1.275 -2.610 0.007
H 0.979 -1.765 -0.244
N -1.657 0.889 0.035
N -2.159 -0.533 -0.227
N 0.218 -1.135 0.167
O 2.844 -0.516 -0.263
```

The calculation puts the maximum force at 5.088 eV Å⁻¹. As for the energy above the lowest of the compared OMol25 structures with the same formula, charge and spin: 475.9 kJ/mol. The SMILES is O=CC1=CNN=CN1. The value obtained for the highest occupied orbital energy is -7.51 eV. As for the spin multiplicity: 1. As for the LUMO energy: 0.03 eV. The total energy comes out at -394.7863 hartree.

The natural (NBO) scheme yields these atomic charges, measured in e: C 0.40; C -0.10; C 0.05; C 0.27; H 0.12; H 0.23; H 0.39; H 0.21; H 0.44; N -0.47; N -0.32; N -0.67; O -0.56


The following is a DFT calculation (wB97M-V/def2-TZVPD) of a single C4H5N3O molecule.

```
13
C4H5N3O, DFT wB97M-V/def2-TZVPD
C -2.640 0.028 0.300
C -1.567 -0.872 -0.219
C 0.884 -1.381 0.093
C 0.323 0.868 -0.158
H -3.687 -0.560 0.593
H -2.722 1.144 0.884
H -1.819 -1.930 -0.554
H 0.903 -2.411 -0.022
H 2.311 1.370 0.345
N -0.204 -0.562 -0.344
N 2.029 -0.757 0.173
N 1.583 0.547 0.200
O -0.105 1.991 -0.193
```

The calculation puts the maximum force at 5.565 eV Å⁻¹. As for the energy above the lowest of the compared OMol25 structures with the same formula, charge and spin: 408.8 kJ/mol. The SMILES is C=Cn1cn[nH]c1=O. The value obtained for the highest occupied orbital energy is -8.82 eV. As for the spin multiplicity: 1. As for the LUMO energy: 0.56 eV. The total energy comes out at -394.8119 hartree.

The natural (NBO) scheme yields these atomic charges, measured in e: C -0.47; C -0.02; C 0.18; C 0.75; H 0.22; H 0.26; H 0.22; H 0.20; H 0.42; N -0.48; N -0.23; N -0.46; O -0.59


The following is a DFT calculation (wB97M-V/def2-TZVPD) of a single C4H5N3O molecule.

```
13
C4H5N3O, DFT wB97M-V/def2-TZVPD
C -0.226 -0.525 1.434
C -1.004 -0.261 -0.976
C -0.371 0.456 -1.998
C 0.991 0.802 -0.177
H -1.397 -2.049 1.308
H 0.185 0.254 2.017
H -1.810 -0.879 -1.066
H -0.368 0.569 -3.065
H 2.224 0.805 1.397
N -0.778 -1.577 1.946
N -0.257 0.077 0.111
N 2.106 1.128 0.423
O 0.704 1.200 -1.354
```

The calculation puts the maximum force at 6.814 eV Å⁻¹. As for the energy above the lowest of the compared OMol25 structures with the same formula, charge and spin: 341.0 kJ/mol. The SMILES is [H]/N=C\n1cco/c1=N/[H]. The value obtained for the highest occupied orbital energy is -8.62 eV. As for the spin multiplicity: 1. As for the LUMO energy: 0.63 eV. The total energy comes out at -394.8377 hartree.

The natural (NBO) scheme yields these atomic charges, measured in e: C 0.29; C -0.07; C 0.05; C 0.70; H 0.34; H 0.17; H 0.23; H 0.23; H 0.36; N -0.63; N -0.47; N -0.74; O -0.46


The following is a DFT calculation (wB97M-V/def2-TZVPD) of a single C4H5N3O molecule.

```
13
C4H5N3O, DFT wB97M-V/def2-TZVPD
C 0.177 1.372 0.784
C -0.143 0.118 0.364
C -0.077 -0.252 -2.092
C 0.227 -1.002 1.186
H 0.728 2.624 2.393
H 0.736 0.914 2.752
H 0.055 2.272 0.189
H -1.677 -0.469 -0.964
H 1.022 -0.036 -2.025
N 0.768 1.629 1.975
N -0.749 -0.129 -0.876
N 0.461 -1.892 1.927
O -0.666 -0.496 -3.121
```

The calculation puts the maximum force at 3.327 eV Å⁻¹. As for the energy above the lowest of the compared OMol25 structures with the same formula, charge and spin: 155.8 kJ/mol. The SMILES is N#C/C(=C\N)NC=O. The value obtained for the highest occupied orbital energy is -9.18 eV. As for the spin multiplicity: 1. As for the LUMO energy: 0.44 eV. The total energy comes out at -394.9082 hartree.

The natural (NBO) scheme yields these atomic charges, measured in e: C 0.11; C -0.13; C 0.54; C 0.24; H 0.41; H 0.41; H 0.22; H 0.41; H 0.12; N -0.79; N -0.62; N -0.33; O -0.58


The following is a DFT calculation (wB97M-V/def2-TZVPD) of a single C4H5N3O2 molecule.

```
14
C4H5N3O2, DFT wB97M-V/def2-TZVPD
C -1.151 -0.229 -0.884
C 0.082 -1.931 -0.730
C 0.085 0.137 0.045
C -0.203 0.546 1.505
N -1.092 -1.455 -1.229
N 0.743 -1.103 -0.011
N 0.937 1.257 -0.634
O 0.919 2.325 -0.120
O 1.577 0.987 -1.580
H -1.965 0.375 -1.080
H 0.489 -2.879 -0.926
H -0.067 -0.314 2.149
H -1.048 1.054 1.919
H 0.695 1.229 1.575
```

The calculation puts the maximum force at 3.108 eV Å⁻¹. As for the energy above the lowest of the compared OMol25 structures with the same formula, charge and spin: 597.2 kJ/mol. The SMILES is C[C@]1([N+](=O)[O-])C=NC=N1. The value obtained for the highest occupied orbital energy is -10.88 eV. As for the spin multiplicity: 1. As for the LUMO energy: -0.63 eV. The total energy comes out at -470.0123 hartree.

The natural (NBO) scheme yields these atomic charges, measured in e: C 0.16; C 0.26; C 0.09; C -0.64; N -0.43; N -0.43; N 0.56; O -0.37; O -0.34; H 0.20; H 0.20; H 0.24; H 0.24; H 0.26